No. 1
A single C4H6N2 molecule. Source: the Open Molecules 2025 dataset; level of theory: the ωB97M-V functional and the def2-TZVPD basis.

Summary:
HOMO level: -8.542 eV
structure (SMILES): [H]/N=C/C(C)=C=N
electronic energy: -7223.6661 eV
relative energy (zero: lowest compared OMol25 entry of this formula, charge and spin): 185.7 kJ/mol

```
! RIJCOSX wB97M-V def2-TZVPD def2/J DEFGRID3
* xyz 0 1
N 0.59 2.27 0.83
N 2.15 -0.45 -0.25
C 0.95 -0.89 -0.30
C -1.64 -0.43 0.04
C -0.18 -0.01 0.06
C 0.19 1.20 0.43
H 2.82 -1.17 -0.49
H 0.49 3.02 0.16
H -1.74 -1.39 -0.46
H -2.25 0.30 -0.50
H 0.68 -1.92 -0.56
H -2.06 -0.53 1.05
*
```

***

No. 2
A single C4H6N2 molecule. Source: the Open Molecules 2025 dataset; level of theory: the ωB97M-V functional and the def2-TZVPD basis.

Summary:
HOMO level: -9.066 eV
structure (SMILES): Cc1cn[nH]c1
electronic energy: -7225.0292 eV
relative energy (zero: lowest compared OMol25 entry of this formula, charge and spin): 54.2 kJ/mol

```
! RIJCOSX wB97M-V def2-TZVPD def2/J DEFGRID3
* xyz 0 1
N -1.23 1.13 -0.96
N -1.98 0.10 -0.58
C 0.17 -0.17 0.12
C 0.06 1.02 -0.56
C 1.38 -0.74 0.79
C -1.14 -0.70 0.07
H 1.75 -1.64 0.27
H 1.16 -1.02 1.82
H -1.51 -1.63 0.48
H 2.20 -0.01 0.81
H 0.80 1.78 -0.80
H -1.66 1.90 -1.45
*
```

***

No. 3
A single C4H6N2 molecule in a non-equilibrium geometry. Source: the Open Molecules 2025 dataset; level of theory: the ωB97M-V functional and the def2-TZVPD basis.

Summary:
HOMO level: -9.998 eV
structure (SMILES): CN1C[C@H]1C#N
electronic energy: -7223.4064 eV
relative energy (zero: lowest compared OMol25 entry of this formula, charge and spin): 210.8 kJ/mol

```
! RIJCOSX wB97M-V def2-TZVPD def2/J DEFGRID3
* xyz 0 1
N 3.17 -0.46 -0.31
N -0.05 0.54 0.40
C 0.66 -0.58 -0.13
C 0.15 0.50 -1.03
C 2.09 -0.62 0.06
C -1.34 0.23 0.97
H 0.82 1.25 -1.44
H -0.68 0.21 -1.69
H -1.92 1.16 1.06
H -1.16 -0.17 1.97
H 0.18 -1.56 -0.23
H -1.91 -0.50 0.38
*
```

***

No. 4
A single C4H6N2 molecule in a non-equilibrium geometry. Source: the Open Molecules 2025 dataset; level of theory: the ωB97M-V functional and the def2-TZVPD basis.

Summary:
HOMO level: -9.090 eV
structure (SMILES): Cc1ccn[nH]1
electronic energy: -7224.8560 eV
relative energy (zero: lowest compared OMol25 entry of this formula, charge and spin): 70.9 kJ/mol

```
! RIJCOSX wB97M-V def2-TZVPD def2/J DEFGRID3
* xyz 0 1
N -0.60 -0.92 0.54
N -0.97 -1.70 -0.47
C 0.17 0.13 0.15
C 0.35 -0.01 -1.21
C -0.43 -1.16 -1.54
C 0.54 1.19 1.14
H 1.12 1.98 0.66
H -1.03 -1.08 1.43
H -0.37 1.64 1.56
H -0.91 -1.50 -2.43
H 1.12 0.77 1.96
H 0.98 0.63 -1.82
*
```

***

No. 5
A single C4H6N2 molecule in a non-equilibrium geometry. Source: the Open Molecules 2025 dataset; level of theory: the ωB97M-V functional and the def2-TZVPD basis.

Summary:
HOMO level: -8.588 eV
structure (SMILES): Cc1ccn[nH]1
electronic energy: -7222.3168 eV
relative energy (zero: lowest compared OMol25 entry of this formula, charge and spin): 315.9 kJ/mol

```
! RIJCOSX wB97M-V def2-TZVPD def2/J DEFGRID3
* xyz 0 1
N 1.63 1.01 -0.35
N 0.29 1.04 -0.25
C -1.81 -0.19 -0.04
C -0.30 -0.12 0.11
C 1.88 -0.25 -0.09
C 0.77 -1.04 0.33
H -2.33 -0.03 0.91
H 2.85 -0.71 -0.25
H -2.13 -1.15 -0.45
H -2.17 0.57 -0.74
H 1.47 -1.06 1.26
H -0.16 1.92 -0.43
*
```

***

No. 6
A single C4H6N2 molecule in a non-equilibrium geometry. Source: the Open Molecules 2025 dataset; level of theory: the ωB97M-V functional and the def2-TZVPD basis.

Summary:
HOMO level (spin up / spin down): -7.580 / -7.578 eV
electronic energy: -7220.5211 eV
relative energy (zero: lowest compared OMol25 entry of this formula, charge and spin): 489.2 kJ/mol

```
! RIJCOSX wB97M-V def2-TZVPD def2/J DEFGRID3
* xyz 0 1
N 0.17 1.48 0.93
N 1.97 -1.28 -0.39
C 0.01 0.31 0.11
C -1.23 0.18 -0.87
C 1.07 -0.46 -0.25
C -1.21 -0.64 0.32
H 0.25 1.21 1.90
H 1.81 -2.09 0.19
H -1.10 -0.21 -1.88
H -1.01 -1.70 0.10
H -1.70 1.16 -0.81
H 0.96 2.04 0.63
*
```

***

No. 7
A single C4H6N2 molecule in a non-equilibrium geometry. Source: the Open Molecules 2025 dataset; level of theory: the ωB97M-V functional and the def2-TZVPD basis.

Summary:
HOMO level: -8.835 eV
electronic energy: -7222.7031 eV
relative energy (zero: lowest compared OMol25 entry of this formula, charge and spin): 278.6 kJ/mol

```
! RIJCOSX wB97M-V def2-TZVPD def2/J DEFGRID3
* xyz 0 1
N 2.14 1.63 0.32
N 0.33 -1.11 -0.72
C -1.15 0.86 -0.51
C 0.02 0.09 0.10
C 1.21 0.94 0.21
C 0.95 -2.21 -0.36
H -0.92 1.18 -1.53
H -0.24 -0.27 1.10
H 0.03 -1.02 -1.69
H 1.20 -2.08 0.72
H -2.04 0.23 -0.53
H -1.37 1.75 0.09
*
```

***

No. 8
A single C4H6N2 molecule. Source: the Open Molecules 2025 dataset; level of theory: the ωB97M-V functional and the def2-TZVPD basis.

Summary:
HOMO level: -8.857 eV
structure (SMILES): [H]/N=C1\[C@H]2CN[C@@H]12
electronic energy: -7222.2873 eV
relative energy (zero: lowest compared OMol25 entry of this formula, charge and spin): 318.8 kJ/mol

```
! RIJCOSX wB97M-V def2-TZVPD def2/J DEFGRID3
* xyz 0 1
N -0.44 -1.44 0.13
N 1.96 1.05 -0.72
C -1.22 -0.27 -0.35
C 0.55 -0.59 0.77
C 1.03 0.52 -0.07
C -0.33 0.67 0.47
H -1.17 -0.09 -1.43
H 1.60 1.96 -1.03
H -0.07 -2.05 -0.60
H -0.67 1.42 1.17
H 1.02 -0.86 1.71
H -2.27 -0.30 -0.05
*
```

***

No. 9
A single C4H6N2 molecule. Source: the Open Molecules 2025 dataset; level of theory: the ωB97M-V functional and the def2-TZVPD basis.

Summary:
HOMO level: -9.049 eV
structure (SMILES): Cc1ccn[nH]1
electronic energy: -7225.1076 eV
relative energy (zero: lowest compared OMol25 entry of this formula, charge and spin): 46.6 kJ/mol

```
! RIJCOSX wB97M-V def2-TZVPD def2/J DEFGRID3
* xyz 0 1
N 1.69 1.14 0.06
N 0.35 1.19 0.04
C -1.73 -0.18 -0.04
C 1.96 -0.16 0.03
C 0.79 -0.94 -0.01
C -0.25 -0.02 0.00
H -0.10 2.09 0.06
H -2.08 -0.43 -1.04
H 2.99 -0.49 0.04
H -2.05 -0.97 0.64
H 0.70 -2.01 -0.03
H -2.24 0.75 0.27
*
```

***

No. 10
A single C4H6N2 molecule. Source: the Open Molecules 2025 dataset; level of theory: the ωB97M-V functional and the def2-TZVPD basis.

Summary:
HOMO level: -7.567 eV
structure (SMILES): Nc1cc[nH]c1
electronic energy: -7225.1404 eV
relative energy (zero: lowest compared OMol25 entry of this formula, charge and spin): 43.5 kJ/mol

```
! RIJCOSX wB97M-V def2-TZVPD def2/J DEFGRID3
* xyz 0 1
N -0.65 -1.27 0.76
N 0.20 1.35 -1.56
C 0.06 0.42 -0.51
C 0.22 -0.54 1.53
C 0.70 0.50 0.77
C -0.76 -0.67 -0.48
H -1.40 -1.81 1.16
H 0.01 0.93 -2.46
H 0.46 -0.83 2.54
H 1.45 1.22 1.07
H 1.12 1.77 -1.58
H -1.42 -1.09 -1.24
*
```

***

No. 11
A single C4H6N2 molecule in a non-equilibrium geometry. Source: the Open Molecules 2025 dataset; level of theory: the ωB97M-V functional and the def2-TZVPD basis.

Summary:
HOMO level: -9.796 eV
structure (SMILES): C=CC1(C)N=N1
electronic energy: -7221.6554 eV
relative energy (zero: lowest compared OMol25 entry of this formula, charge and spin): 379.7 kJ/mol

```
! RIJCOSX wB97M-V def2-TZVPD def2/J DEFGRID3
* xyz 0 1
N 1.19 -1.22 0.05
N 1.32 -0.90 -1.17
C -1.47 -1.27 0.39
C -1.14 -0.23 -0.36
C 1.05 1.43 0.12
C 0.42 -0.05 -0.37
H -1.63 0.37 -1.11
H -0.70 -1.87 1.02
H 1.55 1.31 1.11
H 1.68 1.81 -0.62
H 0.25 2.13 0.21
H -2.52 -1.51 0.74
*
```

***

No. 12
A single C4H6N2 molecule in a non-equilibrium geometry. Source: the Open Molecules 2025 dataset; level of theory: the ωB97M-V functional and the def2-TZVPD basis.

Summary:
HOMO level: -8.312 eV
structure (SMILES): C#C/C(C)=N/N
electronic energy: -7221.8976 eV
relative energy (zero: lowest compared OMol25 entry of this formula, charge and spin): 356.4 kJ/mol

```
! RIJCOSX wB97M-V def2-TZVPD def2/J DEFGRID3
* xyz 0 1
N 1.92 -0.89 0.11
N 0.66 -1.10 -0.04
C -1.59 -0.48 -0.07
C -0.23 -0.19 -0.06
C 0.12 1.32 0.01
C -2.80 -0.73 0.02
H -3.80 -1.14 0.21
H 2.45 -1.72 -0.20
H 2.47 -0.01 -0.14
H 0.89 1.58 -0.80
H -0.67 2.03 -0.02
H 0.59 1.32 0.99
*
```

***

No. 13
2 unconnected molecules or ions with the total composition C4H6N2 in a non-equilibrium geometry. Source: the Open Molecules 2025 dataset; level of theory: the ωB97M-V functional and the def2-TZVPD basis.

Summary:
HOMO level: -8.763 eV
structure (SMILES): C=C=N.C=C=N
electronic energy: -7220.9964 eV
relative energy (zero: lowest compared OMol25 entry of this formula, charge and spin): 443.3 kJ/mol

```
! RIJCOSX wB97M-V def2-TZVPD def2/J DEFGRID3
* xyz 0 1
N 1.28 -1.16 -1.58
N -1.76 -0.53 0.13
C 2.34 -0.54 -1.52
C -2.27 0.22 1.00
C 3.33 0.31 -1.28
C -3.04 0.94 1.79
H 4.37 0.20 -1.42
H -2.67 0.87 2.73
H -3.38 1.91 1.44
H -2.24 -1.58 -0.12
H 3.11 0.93 -0.42
H 0.92 -1.57 -0.76
*
```

***

No. 14
A single C4H6N2 molecule in a non-equilibrium geometry. Source: the Open Molecules 2025 dataset; level of theory: the ωB97M-V functional and the def2-TZVPD basis.

Summary:
HOMO level (spin up / spin down): -7.724 / -8.461 eV
electronic energy: -7220.2024 eV
relative energy (zero: lowest compared OMol25 entry of this formula, charge and spin): 519.9 kJ/mol

```
! RIJCOSX wB97M-V def2-TZVPD def2/J DEFGRID3
* xyz 0 1
N 0.24 0.89 1.78
N 1.02 0.97 -1.80
C -0.26 -0.67 -0.61
C 0.35 0.52 -0.67
C -0.90 -1.27 0.50
C 0.52 1.11 0.59
H -1.96 -1.58 0.18
H -1.18 -0.82 1.44
H 0.60 1.48 2.57
H -0.34 -2.09 0.79
H 0.26 1.21 -2.51
H 1.66 0.24 -2.25
*
```

***

No. 15
A single C4H6N2 molecule in a non-equilibrium geometry. Source: the Open Molecules 2025 dataset; level of theory: the ωB97M-V functional and the def2-TZVPD basis.

Summary:
HOMO level (spin up / spin down): -8.752 / -8.591 eV
electronic energy: -7220.3610 eV
relative energy (zero: lowest compared OMol25 entry of this formula, charge and spin): 504.6 kJ/mol

```
! RIJCOSX wB97M-V def2-TZVPD def2/J DEFGRID3
* xyz 0 1
N -1.53 0.38 0.59
N -0.37 2.59 0.46
C -0.66 1.46 0.27
C -0.88 -0.73 -0.11
C 0.29 0.12 -0.51
C 1.66 -0.34 -0.17
H 2.07 -0.72 -1.12
H 2.31 0.49 0.12
H 1.73 -1.16 0.56
H -2.50 0.57 0.33
H -0.71 -1.58 0.57
H -1.41 -1.08 -1.01
*
```

***

No. 16
A single C4H6N2 molecule in a non-equilibrium geometry. Source: the Open Molecules 2025 dataset; level of theory: the ωB97M-V functional and the def2-TZVPD basis.

Summary:
HOMO level: -10.683 eV
structure (SMILES): [H]/N=C/[C@@H](C)C#N
electronic energy: -7224.4930 eV
relative energy (zero: lowest compared OMol25 entry of this formula, charge and spin): 105.9 kJ/mol

```
! RIJCOSX wB97M-V def2-TZVPD def2/J DEFGRID3
* xyz 0 1
N 0.99 2.01 1.66
N 2.10 -0.46 -0.34
C -0.14 0.44 -0.10
C 0.86 -0.60 -0.57
C -1.51 -0.20 0.21
C 0.46 1.28 0.94
H -2.18 0.51 0.71
H -1.41 -1.10 0.84
H 0.42 -1.46 -1.08
H 2.63 -1.25 -0.72
H -0.32 1.15 -0.93
H -1.97 -0.50 -0.74
*
```

***

No. 17
A single C4H6N2 molecule in a non-equilibrium geometry. Source: the Open Molecules 2025 dataset; level of theory: the ωB97M-V functional and the def2-TZVPD basis.

Summary:
HOMO level (spin up / spin down): -7.597 / -7.597 eV
electronic energy: -7219.6603 eV
relative energy (zero: lowest compared OMol25 entry of this formula, charge and spin): 572.2 kJ/mol

```
! RIJCOSX wB97M-V def2-TZVPD def2/J DEFGRID3
* xyz 0 1
N -1.16 0.14 -0.62
N 2.17 0.45 0.07
C -1.10 -1.44 -0.09
C 1.43 -0.66 0.00
C 0.20 -0.93 -0.23
C -1.10 1.13 0.19
H -1.62 2.04 -0.09
H 1.69 1.35 -0.01
H -1.55 -1.89 -0.97
H -0.58 1.11 1.15
H -1.48 -1.71 0.89
H 3.11 0.40 -0.29
*
```

***

No. 18
A molecular structure, C4H6N2. Source: the Open Molecules 2025 dataset; level of theory: the ωB97M-V functional and the def2-TZVPD basis.

Summary:
HOMO level: -7.571 eV
electronic energy: -7221.3852 eV
relative energy (zero: lowest compared OMol25 entry of this formula, charge and spin): 405.8 kJ/mol

```
! RIJCOSX wB97M-V def2-TZVPD def2/J DEFGRID3
* xyz 0 1
N 1.48 0.40 0.13
N -2.06 0.05 -0.13
C 0.29 0.92 -0.21
C -0.67 -0.17 -0.07
C 0.00 -1.41 0.31
C 1.30 -0.97 0.40
H -0.18 0.08 -1.21
H 2.20 -1.53 0.66
H -2.51 -0.84 0.04
H -2.37 0.72 0.56
H 2.36 0.86 -0.03
H 0.14 1.97 -0.47
*
```

***

No. 19
2 unconnected molecules or ions with the total composition C4H6N2 in a non-equilibrium geometry. Source: the Open Molecules 2025 dataset; level of theory: the ωB97M-V functional and the def2-TZVPD basis.

Summary:
HOMO level: -8.184 eV
electronic energy: -7220.4540 eV
relative energy (zero: lowest compared OMol25 entry of this formula, charge and spin): 495.6 kJ/mol

```
! RIJCOSX wB97M-V def2-TZVPD def2/J DEFGRID3
* xyz 0 1
N -0.60 0.58 2.12
N 2.35 -0.85 0.29
C 0.04 0.23 0.99
C 0.09 0.17 -0.34
C 1.23 -0.32 0.31
C -0.96 0.07 -2.28
H 2.82 -1.00 1.18
H -1.75 0.77 -2.12
H -0.16 0.38 -2.93
H -0.23 0.24 2.99
H -1.61 0.70 2.08
H -1.22 -0.97 -2.29
*
```

***

No. 20
A single C4H6N2 molecule in a non-equilibrium geometry. Source: the Open Molecules 2025 dataset; level of theory: the ωB97M-V functional and the def2-TZVPD basis.

Summary:
HOMO level: -8.554 eV
structure (SMILES): Cc1cnc[nH]1
electronic energy: -7224.6369 eV
relative energy (zero: lowest compared OMol25 entry of this formula, charge and spin): 92.1 kJ/mol

```
! RIJCOSX wB97M-V def2-TZVPD def2/J DEFGRID3
* xyz 0 1
N -0.94 0.28 1.89
N -0.78 0.80 -0.35
C 0.05 -0.50 1.22
C 0.24 -0.17 -0.08
C 1.29 -0.51 -1.06
C -1.44 0.96 0.87
H 1.29 -1.58 -1.31
H 2.31 -0.30 -0.66
H -2.50 1.33 0.81
H 1.12 0.13 -1.95
H -1.07 0.98 -1.25
H 0.43 -1.41 1.85
*
```